Model one:
Entry from the OMol25 dataset: a single C4H10N2O molecule (ωB97M-V/def2-TZVPD).

Each line ends with the Löwdin charge.
Element x y z (Å)
1 C -0.9453 -0.2570 -1.8089  -0.182
2 N -0.0184 0.4917 -1.0687  -0.096
3 C 0.7223 -0.1663 0.0136  -0.377
4 N 2.1410 0.0076 -0.1857  0.064
5 C 0.2220 0.4880 1.3215  -0.400
6 C -1.1993 0.1817 1.6958  -0.012
7 O 0.9422 1.2141 1.9622  0.083
8 H -1.4734 -1.1056 -1.2831  0.065
9 H -1.4076 0.3324 -2.5976  0.075
10 H -0.5593 -1.3861 -2.2414  0.114
11 H 0.6274 1.0480 -1.6231  0.120
12 H 0.4664 -1.2339 0.0224  0.144
13 H 2.4496 0.8647 0.2654  0.074
14 H 2.6711 -0.7663 0.1941  0.078
15 H -1.4920 0.7609 2.5688  0.084
16 H -1.8508 0.4085 0.8522  0.078
17 H -1.2958 -0.8824 1.9123  0.087

Calculated values
**Structure (SMILES)**: CN[C@@H](N)C(C)=O
**E_HOMO**: -8.39 eV

---

Model two:
Entry from the OMol25 dataset: a single C4H10N2O molecule (ωB97M-V/def2-TZVPD).

Each line ends with the Löwdin charge.
Element x y z (Å)
1 C -1.5330 -0.7832 0.2467  -0.055
2 C -0.4197 -0.2295 -0.6430  -0.401
3 C 0.6367 -1.2917 -0.9402  -0.056
4 N 0.1780 0.9558 -0.0576  -0.187
5 C 0.9383 0.8763 1.1709  -0.018
6 N -0.0294 2.0648 -0.7034  -0.070
7 O 0.4511 3.1000 -0.2441  -0.081
8 H -2.0718 -1.5612 -0.2866  0.079
9 H -2.2342 0.0054 0.5084  0.083
10 H -1.1289 -1.2144 1.1595  0.071
11 H -0.8578 0.1199 -1.5845  0.138
12 H 1.0414 -1.7074 -0.0206  0.074
13 H 1.4491 -0.8663 -1.5245  0.084
14 H 0.1886 -2.1000 -1.5113  0.080
15 H 1.8727 0.3375 1.0138  0.090
16 H 0.3566 0.3902 1.9520  0.088
17 H 1.1623 1.9037 1.4644  0.080

Calculated values
**Structure (SMILES)**: CC(C)N(C)N=O
**E_HOMO**: -8.98 eV

---

Relative to the most stable one, in kJ/mol, the structures come out at model one 0.0; model two 23.4.

---

Model one:
Entry from the OMol25 dataset: 2 unconnected molecules or ions with the total composition C11H17N4 (ωB97M-V/def2-TZVPD).

Each line ends with the Löwdin charge.
Element x y z (Å)
1 C -0.9458 1.1333 -3.7121  -0.067
2 C 0.0049 1.4388 -0.2052  -0.183
3 C -0.5558 2.0746 -1.4213  -0.132
4 C -0.2636 1.0974 -2.4457  -0.311
5 C 0.7009 0.2977 -1.9987  0.004
6 C -0.3251 1.9930 1.1033  -0.013
7 C -1.1515 3.0920 1.1033  -0.128
8 C -1.5791 3.6821 -0.0305  -0.122
9 C -1.5467 2.9902 -1.2379  -0.033
10 N 0.8320 0.4245 -0.5096  0.084
11 H 0.0317 1.6560 1.9408  0.022
12 H -1.3461 3.7745 1.9996  0.138
13 H 1.3762 -0.0992 0.0839  0.074
14 H -2.1852 4.5909 0.0670  0.111
15 H 1.2826 -0.4272 -2.4463  0.086
16 H -2.1905 3.1627 -2.2017  0.151
17 H -0.5379 0.4338 -4.4401  0.074
18 H -0.9081 2.2235 -4.2071  0.135
19 H -2.0766 0.9915 -3.5051  0.117
20 C 1.4090 -1.2711 2.7779  -0.030
21 C 0.7632 -3.1321 1.3366  -0.266
22 N 1.8254 -2.2922 1.7738  0.091
23 N -0.5393 -2.9756 1.5658  0.256
24 N 1.1634 -4.2119 0.4264  0.126
25 H 2.6842 -2.6345 1.6375  0.090
26 H -0.8917 -2.3133 2.0477  0.026
27 H -1.2416 -3.7836 1.3526  0.215
28 H 0.6928 -5.0341 0.4677  0.039
29 H 1.4256 -3.9797 -0.6093  0.173
30 H 0.6832 -1.7062 3.5396  0.126
31 H 1.1491 -0.3995 2.3488  0.007
32 H 2.2604 -0.7963 3.3985  0.140

Calculated values
**Total charge**: +1
**E_HOMO**: -10.25 eV

---

Model two:
Entry from the OMol25 dataset: 2 unconnected molecules or ions with the total composition C11H17N4 (ωB97M-V/def2-TZVPD).

Each line ends with the Löwdin charge.
Element x y z (Å)
1 C 1.0114 -1.1604 -4.1701  -0.037
2 C 1.4431 -0.6189 -0.5335  -0.241
3 C 1.9906 -0.6125 -1.8151  -0.135
4 C 0.8727 -0.8585 -2.7155  -0.225
5 C -0.2090 -1.0142 -1.9454  -0.079
6 C 2.2630 -0.4938 0.5769  -0.036
7 C 3.6041 -0.2039 0.3863  -0.090
8 C 4.1538 -0.1491 -0.8944  -0.078
9 C 3.3521 -0.4331 -1.9867  -0.020
10 N 0.0672 -0.7835 -0.5665  0.055
11 H 1.9729 -0.6406 1.6030  0.099
12 H 4.1573 -0.0143 1.2972  0.102
13 H -0.5411 -1.2901 0.0520  0.129
14 H 5.1982 0.0122 -1.1200  0.104
15 H -1.2271 -1.1433 -2.2818  0.114
16 H 3.7888 -0.5610 -2.9679  0.114
17 H 1.8813 -0.7907 -4.6829  0.069
18 H 0.1028 -0.9617 -4.7335  0.080
19 H 1.2191 -2.2371 -4.2585  0.093
20 C -2.5923 0.9527 4.2032  -0.001
21 C -2.8692 1.0707 1.7614  -0.430
22 N -3.2238 0.5914 2.9251  0.063
23 N -1.9542 2.0215 1.6293  0.243
24 N -3.3607 0.4894 0.6083  0.171
25 H -4.0280 -0.0029 2.9091  0.160
26 H -1.4588 2.4396 2.3921  0.121
27 H -1.5739 2.2001 0.7131  0.140
28 H -2.6825 0.4516 -0.1318  0.096
29 H -4.3368 0.6829 0.4525  0.125
30 H -2.6357 2.0317 4.3190  0.101
31 H -1.5261 0.8178 4.0588  0.092
32 H -2.8593 0.2077 4.9162  0.100

Calculated values
**Total charge**: +1
**E_HOMO**: -10.38 eV

---

Relative to the most stable one, in kJ/mol, the structures come out at model one 350.1; model two 0.0.

---

Model one:
Entry from the OMol25 dataset: a single C2H2N4S molecule (ωB97M-V/def2-TZVPD).

Each line ends with the Löwdin charge.
Element x y z (Å)
1 S -1.8598 1.1300 -1.4460  0.795
2 C -0.5725 0.4354 -0.4547  -0.741
3 N 0.0919 -0.6227 -0.9326  0.028
4 N 1.0464 -1.1160 -0.1925  0.050
5 C 1.3085 -0.4971 0.9567  -0.185
6 N 0.6704 0.5696 1.4249  0.050
7 N -0.3148 1.0420 0.7061  0.026
8 H -2.4824 -0.0441 -1.6222  -0.127
9 H 2.1122 -0.8970 1.5603  0.104

Calculated values
**Structure (SMILES)**: Sc1nncnn1
**E_HOMO**: -9.72 eV

---

Model two:
Entry from the OMol25 dataset: a single C2H2N4S molecule (ωB97M-V/def2-TZVPD).

Each line ends with the Löwdin charge.
Element x y z (Å)
1 S -1.3808 0.8150 2.1290  0.803
2 C -0.5258 0.2767 0.6636  -0.746
3 N -0.9501 0.6135 -0.4950  0.001
4 N -0.4352 0.2741 -1.6266  0.085
5 C 0.6082 -0.5099 -1.4759  -0.249
6 N 1.2013 -0.8455 -0.4015  0.070
7 N 0.6929 -0.3277 0.7312  0.054
8 H -0.2762 0.5231 2.8534  -0.116
9 H 1.0657 -0.8192 -2.3783  0.098

Calculated values
**Structure (SMILES)**: Sc1nncnn1
**E_HOMO**: -9.51 eV

---

Relative to the most stable one, in kJ/mol, the structures come out at model one 0.0; model two 42.7.

---

Model one:
Entry from the OMol25 dataset: a molecular structure, C7H7NO2Se (ωB97M-V/def2-TZVPD).

Each line ends with the Löwdin charge.
Element x y z (Å)
1 C 2.0801 0.3332 -0.5438  -0.030
2 C 1.3428 0.7415 -1.7075  -0.057
3 C 1.4875 0.1615 0.7069  -0.074
4 C 0.0609 1.1690 -1.5018  -0.128
5 C 0.1821 0.4767 0.8846  -0.175
6 C -0.4643 0.9487 -0.2118  -0.627
7 C -2.8173 -1.3595 -0.0374  -0.082
8 N -1.5596 -1.6942 0.3425  -0.515
9 O -0.7442 -1.8977 -0.6031  0.031
10 O -1.2098 -1.6858 1.5012  0.045
11 Se -2.3490 1.0471 -0.1118  0.988
12 H 3.0865 0.0156 -0.7403  0.098
13 H 1.8688 1.1029 -2.5023  0.073
14 H 2.0266 -0.3612 1.4436  0.101
15 H -0.5261 1.4367 -2.3743  0.101
16 H -0.3036 0.3364 1.8910  0.131
17 H -3.2254 -1.6546 -0.9301  0.062
18 H -3.5257 -1.3317 0.7174  0.056

Calculated values
**E_HOMO**: -8.92 eV

---

Model two:
Entry from the OMol25 dataset: a molecular structure, C7H7NO2Se (ωB97M-V/def2-TZVPD).

Each line ends with the Löwdin charge.
Element x y z (Å)
1 C -1.0346 -0.3131 2.4239  -0.088
2 C -1.0104 0.4471 1.3475  -0.119
3 C -0.0194 -1.2592 2.6362  0.008
4 C -0.1276 0.2805 0.3452  -0.154
5 C 0.7541 -1.5439 1.5627  -0.157
6 C 0.6929 -0.7525 0.2717  -0.440
7 C 1.4512 0.2226 -2.4263  -0.319
8 N 1.7408 -2.5563 1.6575  -0.364
9 O 1.7841 -3.1321 2.7676  0.044
10 O 2.3591 -2.8641 0.6922  -0.060
11 Se 1.8043 -1.3350 -1.1014  1.098
12 H -1.9145 -0.1256 3.1961  0.156
13 H -1.7031 1.2852 1.1335  0.135
14 H 0.1705 -1.8152 3.5692  0.136
15 H -0.1575 0.8876 -0.5299  0.083
16 H 1.1392 1.0153 -1.7020  -0.004
17 H 2.3744 0.5516 -2.9470  0.025
18 H 0.6331 -0.1034 -3.0892  0.019

Calculated values
**E_HOMO**: -8.39 eV

---

Relative to the most stable one, in kJ/mol, the structures come out at model one 84.4; model two 0.0.

---

Model one:
Entry from the OMol25 dataset: a single C4H4IN molecule (ωB97M-V/def2-TZVPD).

Each line ends with the Löwdin charge.
Element x y z (Å)
1 C -0.6208 2.3300 0.4874  0.198
2 C -0.1540 1.1655 0.0639  -0.504
3 C 1.1156 0.3026 0.1565  -0.026
4 C 0.0810 -0.9477 -0.2902  -0.215
5 N -0.9655 0.0455 -0.3703  -0.638
6 I -2.8953 -0.3025 0.1073  0.827
7 H 1.7821 0.5358 -0.6250  0.079
8 H 1.5951 0.1021 1.0928  0.094
9 H 0.1834 -1.5343 -1.1661  0.079
10 H -0.1215 -1.6970 0.5438  0.105

Calculated values
**E_HOMO**: -8.39 eV

---

Model two:
Entry from the OMol25 dataset: a single C4H4IN molecule (ωB97M-V/def2-TZVPD).

Each line ends with the Löwdin charge.
Element x y z (Å)
1 I 3.3568 0.1258 -0.0279  0.862
2 C 1.3120 0.0682 0.0232  -0.755
3 N 0.5398 -1.3580 0.0279  0.016
4 C -0.8003 -0.9399 -0.0014  -0.348
5 C -0.8942 0.5391 0.0549  -0.060
6 C 0.3522 1.0810 0.0339  -0.188
7 H -1.4049 -1.4599 0.7508  0.133
8 H -1.2198 -1.2580 -0.9663  0.142
9 H -1.8266 1.0710 0.0930  0.100
10 H 0.5851 2.1307 0.0119  0.098

Calculated values
**Structure (SMILES)**: IC1=NCC=C1
**E_HOMO (spin up / spin down)**: -8.62 / -8.62 eV

---

Relative to the most stable one, in kJ/mol, the structures come out at model one 340.8; model two 0.0.

---

Model one:
Entry from the OMol25 dataset: 5 unconnected molecules or ions with the total composition H10O5 (ωB97M-V/def2-TZVPD).

Each line ends with the Löwdin charge.
Element x y z (Å)
1 O 1.4057 -1.1801 1.0608  -0.063
2 H 1.8189 -0.3201 1.1636  -0.014
3 H 1.8834 -1.7071 0.3991  0.056
4 O -0.9556 0.5667 1.0031  -0.076
5 H -0.5192 -0.1958 0.6095  0.004
6 H -1.8649 0.1882 1.0010  0.080
7 O 1.5715 1.4650 1.3625  -0.060
8 H 0.6022 1.4443 1.3499  0.010
9 H 1.8652 2.3794 1.4258  0.061
10 O -2.0034 -1.4791 -1.2810  -0.057
11 H -2.6420 -2.0741 -1.6745  0.036
12 H -1.4273 -1.1428 -1.9947  0.032
13 O 0.1672 0.4649 -1.7791  -0.061
14 H 0.8080 0.8799 -1.1834  0.032
15 H -0.7098 0.7108 -1.4625  0.022

Calculated values
**Structure (SMILES)**: O.O.O.O.O
**E_HOMO**: -11.02 eV

---

Model two:
Entry from the OMol25 dataset: 5 unconnected molecules or ions with the total composition H10O5 (ωB97M-V/def2-TZVPD).

Each line ends with the Löwdin charge.
Element x y z (Å)
1 O 0.7037 -1.9357 -2.1642  -0.031
2 H 1.2567 -2.4357 -2.7592  0.040
3 H 0.9577 -1.0397 -2.3202  0.023
4 O -2.0653 -0.9667 -0.3402  -0.047
5 H -2.9223 -1.2317 0.0828  0.087
6 H -2.1723 -0.2717 -0.9742  0.040
7 O 0.7637 1.1993 2.8078  -0.053
8 H 0.2627 0.9393 3.6158  0.056
9 H 0.6377 0.5053 2.2038  -0.053
10 O 0.5257 2.6743 -0.1092  -0.068
11 H 0.8257 1.7593 0.1198  0.010
12 H 0.1147 2.4723 -0.9332  -0.004
13 O 0.5267 -0.2077 0.4118  -0.044
14 H -0.3593 -0.5317 0.4318  0.001
15 H 0.9437 -0.9287 -0.0732  0.046

Calculated values
**Structure (SMILES)**: O.O.O.O.O
**E_HOMO**: -10.57 eV

---

Relative to the most stable one, in kJ/mol, the structures come out at model one 0.0; model two 42.3.